Record 1
The following is a quantum chemistry calculation of a gas-phase ion, C3H7NO2P (charge +1) at a distorted geometry, from OMol25.

net charge: +1

Last column: Mulliken charge in e.
Atoms and positions in Å:
C (0.6443, 0.3833, 1.7041)  -0.14
C (0.6703, 1.7099, -0.3002)  -0.10
C (-1.0260, -1.3071, -1.3093)  -0.83
N (1.0684, 0.4596, 0.2991)  -0.33
O (-0.5982, -0.4441, 1.4764)  -0.39
O (-0.8947, 1.1956, -0.6141)  -0.42
P (-0.4760, -0.1590, -0.0952)  0.99
H (1.3249, -0.1551, 2.3474)  0.30
H (0.2182, 1.2693, 2.1148)  0.28
H (0.7490, 2.5101, 0.4304)  0.28
H (1.0367, 1.9565, -1.2916)  0.25
H (-0.4848, -2.2330, -1.3471)  0.39
H (-1.1278, -0.6825, -2.1682)  0.36
H (-2.0784, -1.6225, -0.9261)  0.36

***

Record 2
The following is a quantum chemistry calculation of 2 unconnected molecules or ions with the total composition C3H4O2S at a distorted geometry, from OMol25.

net charge: 0

Last column: Mulliken charge in e.
Atoms and positions in Å:
S (-2.9164, 1.3844, 0.1769)  -0.30
C (-1.7688, 0.2520, -0.0180)  0.35
C (-1.4530, -1.1511, -0.4155)  -0.22
O (-0.5621, -0.1036, 0.2326)  -0.30
H (-1.4217, -1.9822, 0.2964)  0.22
H (-1.2855, -1.5026, -1.4537)  0.22
C (2.3224, 0.7882, 0.3299)  0.09
O (2.7791, 0.9329, 1.4045)  -0.38
H (3.0242, 0.5179, -0.5792)  0.19
H (1.2818, 0.8642, 0.0260)  0.14

***

The HOMO level results, record by record, are as follows: -15.9, -9.3 eV.
The relative energy (zero: lowest compared OMol25 entry of this formula, charge and spin) results, record by record, are as follows: 0.681, 3.508 eV.